Entry 1:
17
Properties=species:S:1:pos:R:3 method="wB97M-V/def2-TZVPD" spin_multiplicity=1 orbital_gap_ev=3.8 total_charge=+3
Al 14.76998 7.94043 15.10773
C 13.01192 14.25110 18.79733
O 13.75423 13.06622 18.66622
C 13.79693 12.46956 17.43098
C 14.86077 11.28948 17.63168
O 15.26435 10.67014 16.46919
C 16.09955 11.35636 15.53573
H 13.53793 14.93390 19.47227
H 11.94196 14.06091 19.04001
H 13.01837 14.92112 17.91060
H 14.01254 13.25754 16.70284
H 12.90645 11.83049 17.22382
H 14.44302 10.49871 18.25944
H 15.74149 11.61243 18.22647
H 17.11954 11.51250 15.92180
H 15.64550 12.28396 15.17010
H 16.26421 10.76673 14.63134


Entry 2:
16
Properties=species:S:1:pos:R:3 method="wB97M-V/def2-TZVPD" spin_multiplicity=1 orbital_gap_ev=10.0 total_charge=0
B 1.53146 -1.01800 0.07900
C 1.74140 0.56452 -0.04198
C 0.30147 1.09291 0.11550
C -0.59482 -0.02692 -0.44991
C -1.99599 -0.05911 0.14002
N 0.20015 -1.19659 -0.16662
H 2.29344 -1.86526 0.32363
H 2.40852 0.99137 0.70271
H 2.13438 0.84232 -1.02210
H 0.07494 1.21420 1.17610
H 0.13340 2.04688 -0.38406
H -0.67972 0.08668 -1.54394
H -2.51131 0.87831 -0.06487
H -1.95713 -0.20864 1.21606
H -2.57075 -0.87042 -0.30540
H -0.50945 -2.47226 0.22586


Entry 3:
17
Properties=species:S:1:pos:R:3 method="wB97M-V/def2-TZVPD" spin_multiplicity=1 orbital_gap_ev=10.5 total_charge=+1
C 0.17717 -0.11222 1.56846
C -0.39108 1.16733 -0.43606
C -0.23120 -1.35078 -0.42005
C 1.73314 -0.00452 -0.35060
N 0.38125 -0.12787 0.04893
Cl 2.53414 1.58956 -0.13506
Cl 2.86612 -1.38370 0.02932
H -0.69916 -0.67314 1.86165
H 1.11705 -0.59453 1.86095
H 0.05896 0.99044 1.80644
H -1.27739 1.40103 0.21206
H 0.17493 2.09266 -0.38517
H -0.58573 1.07090 -1.45910
H 0.20571 -2.38536 -0.04711
H -1.33526 -1.48127 -0.11352
H -0.22178 -1.45174 -1.53661
H 1.51502 -0.29913 -1.99385


Entry 4:
17
Properties=species:S:1:pos:R:3 method="wB97M-V/def2-TZVPD" spin_multiplicity=1 orbital_gap_ev=9.6 total_charge=+1
C 0.81997 1.23956 -0.38137
C -0.21250 1.30773 0.75951
C 1.43174 0.04398 -0.91448
C -0.72616 -1.25956 0.93395
N -1.05364 -2.21887 0.14886
N -1.22790 0.09507 0.58163
Cl 1.58643 -1.07420 0.34837
H 0.44652 1.67038 -1.38647
H 1.64747 1.85361 0.05854
H 0.18105 0.94913 1.73489
H -0.68059 2.25452 0.81701
H 2.47602 0.25111 -1.32625
H 0.98386 -0.37676 -1.78773
H -0.69473 -3.18630 0.43267
H -1.41222 -2.21070 -0.76897
H -2.07121 0.24425 1.20338
H -1.49411 0.41707 -0.45354


Entry 5:
17
Properties=species:S:1:pos:R:3 method="wB97M-V/def2-TZVPD" spin_multiplicity=1 smiles="CC(=O)N(C)C.Cl" orbital_gap_ev=10.2 total_charge=0
C -0.73875 1.70998 0.25197
C -0.52432 0.26442 -0.04868
O -1.44794 -0.56631 -0.15150
N 0.72943 -0.31187 0.17091
C 0.82440 -1.72690 -0.14837
C 1.96369 0.41543 0.04242
H -1.78684 1.67122 0.55673
H -0.62576 2.42926 -0.72509
H -0.04132 2.01443 1.04619
H -0.15372 -2.08703 -0.44040
H 1.70162 -1.80945 -0.79596
H 1.03839 -2.26382 0.78840
H 2.71608 0.10484 0.77618
H 2.32652 0.18585 -0.87452
H 1.87680 1.49165 0.32339
Cl -4.53861 -0.83308 -0.14347
H -3.31968 -0.68863 -0.62820


Entry 6:
18
Properties=species:S:1:pos:R:3 method="wB97M-V/def2-TZVPD" spin_multiplicity=1 orbital_gap_ev=9.7 total_charge=0
H -0.55779 2.09455 0.02917
N -0.13384 1.30516 0.55772
Si 1.32438 0.75351 0.26928
C 2.46626 1.47881 -1.07351
C 2.99385 0.62620 -1.94075
H 2.04531 -0.30696 0.73815
H 2.47966 2.51599 -1.40096
H 3.32381 0.94449 -2.94296
H 3.14692 -0.46212 -1.73909
C -0.80673 -2.16925 0.73219
C -1.81074 -1.54961 1.34463
Si -2.75748 0.04241 0.71120
Cl -2.38191 0.29831 -1.19321
H -0.38394 -3.06117 1.05361
H -0.40311 -1.62052 -0.18129
H -2.08881 -1.79804 2.37902
H -4.02669 -0.37237 1.27128
H -2.42915 1.28059 1.38551


Copy entry 3 word for word.
17
Properties=species:S:1:pos:R:3 method="wB97M-V/def2-TZVPD" spin_multiplicity=1 orbital_gap_ev=10.5 total_charge=+1
C 0.17717 -0.11222 1.56846
C -0.39108 1.16733 -0.43606
C -0.23120 -1.35078 -0.42005
C 1.73314 -0.00452 -0.35060
N 0.38125 -0.12787 0.04893
Cl 2.53414 1.58956 -0.13506
Cl 2.86612 -1.38370 0.02932
H -0.69916 -0.67314 1.86165
H 1.11705 -0.59453 1.86095
H 0.05896 0.99044 1.80644
H -1.27739 1.40103 0.21206
H 0.17493 2.09266 -0.38517
H -0.58573 1.07090 -1.45910
H 0.20571 -2.38536 -0.04711
H -1.33526 -1.48127 -0.11352
H -0.22178 -1.45174 -1.53661
H 1.51502 -0.29913 -1.99385